Arrangement w

15
Properties=species:S:1:pos:R:3 method="wB97M-V/def2-TZVPD" homo_ev=-8.7 spin_multiplicity=1 total_charge=0
Br 1.068 -0.217 3.244
S 0.694 0.942 -1.215
O -0.785 -1.697 1.321
O 0.660 -1.772 -0.279
N 0.248 -1.422 0.818
C -1.686 -0.190 -2.018
C -1.061 0.602 -1.191
C 1.182 -0.468 1.370
C 0.865 1.270 0.443
H 1.770 1.817 0.699
H -1.063 -0.781 -2.736
H 2.204 -0.878 0.876
H -1.401 1.283 -0.415
H -2.834 -0.307 -1.865
H 0.138 1.817 0.949


Arrangement x

15
Properties=species:S:1:pos:R:3 method="wB97M-V/def2-TZVPD" homo_ev="-9.5 / -9.5" spin_multiplicity=1 total_charge=0
Br 2.767 -0.124 -0.787
S 0.101 -1.083 0.673
O -0.677 -2.148 0.097
O 1.203 -1.380 1.540
N 0.070 3.325 1.294
C -1.031 0.032 1.481
C 0.170 -0.399 -2.004
C 0.913 -0.283 -0.728
C 0.047 2.460 0.525
H -0.105 0.667 -2.443
H 0.904 -0.874 -2.772
H -0.469 0.504 2.338
H -1.971 -0.442 1.875
H -1.204 0.790 0.617
H -0.719 -1.045 -1.707


Relative energy table, unit kJ/mol: arrangement w 0.0; arrangement x 91.6


Arrangement w

51
Properties=species:S:1:pos:R:3 method="wB97M-V/def2-TZVPD" homo_ev=-8.9 spin_multiplicity=1 smiles="CCO[C@H]1OC(C(=O)NCc2ccccc2)=C[C@@H](C)[C@@H]1CCCO" total_charge=0
O -0.003 -0.537 0.592
O -0.786 -1.380 -1.418
O -3.863 -4.414 0.694
O -0.717 2.917 0.990
N 1.211 1.730 1.029
C -2.163 0.486 0.654
C 2.105 2.861 1.068
C -0.609 -1.636 -0.058
C 3.019 2.887 -0.130
C -3.242 -4.525 1.954
C -1.968 -1.994 0.559
C 2.517 2.603 -1.394
C 1.066 -2.501 -2.578
C 4.368 3.187 0.008
C -1.756 -2.435 2.014
C -0.129 1.854 0.924
C 3.350 2.614 -2.499
C -2.919 -0.789 0.460
C 0.404 -1.189 -2.170
C -2.943 -3.181 2.624
C -0.835 0.556 0.723
C 4.693 2.916 -2.353
C -3.689 -0.761 -0.864
C 5.200 3.206 -1.098
H 4.768 3.411 0.987
H -2.368 -2.829 -0.019
H 2.694 2.841 1.992
H -3.656 -0.858 1.269
H -1.538 -1.553 2.623
H -2.722 -3.372 3.676
H -4.350 0.101 -0.895
H -2.720 1.405 0.742
H -4.680 -3.914 0.797
H 6.247 3.443 -0.978
H 0.083 -0.640 -3.059
H 2.948 2.390 -3.476
H 1.908 -2.293 -3.233
H 1.467 2.378 -1.510
H -4.283 -1.666 -0.971
H 5.344 2.926 -3.215
H -2.993 -0.705 -1.694
H -0.882 -3.090 2.062
H -2.314 -5.072 1.772
H 1.108 -0.564 -1.607
H 0.108 -2.459 0.097
H 1.429 -3.044 -1.709
H -3.842 -2.559 2.587
H 1.607 0.808 0.932
H 1.466 3.751 1.080
H -3.872 -5.128 2.626
H 0.351 -3.127 -3.105


Arrangement x

51
Properties=species:S:1:pos:R:3 method="wB97M-V/def2-TZVPD" homo_ev=-8.3 spin_multiplicity=1 smiles="COc1ccc(CNC(=O)COC(=O)CCC2CCCCC2)cc1" total_charge=0
O 1.380 2.354 1.054
O 0.125 0.542 1.423
O -5.710 -2.439 0.879
O 0.217 1.866 -1.403
N -1.801 2.343 -0.503
C 2.941 -0.194 0.145
C -2.579 1.634 -1.499
C -3.436 0.561 -0.881
C 1.211 1.057 1.346
C 6.942 -1.614 -0.877
C -5.024 -1.438 0.258
C -4.752 0.387 -1.278
C 4.453 -1.716 -1.148
C 2.530 0.360 1.518
C 5.460 -0.076 0.441
C 0.193 3.042 0.692
C -2.917 -0.279 0.101
C -0.455 2.338 -0.514
C 4.255 -0.981 0.180
C 5.748 -2.523 -1.144
C -5.546 -0.603 -0.723
C -3.700 -1.262 0.665
C 6.757 -0.881 0.448
C -7.044 -2.673 0.503
H 0.508 4.048 0.410
H -7.124 -2.944 -0.555
H 6.727 -1.609 1.262
H -7.380 -3.510 1.114
H -3.307 -1.915 1.428
H -6.564 -0.708 -1.062
H 7.863 -2.201 -0.853
H 4.482 -0.986 -1.959
H 5.695 -3.289 -0.366
H 2.142 -0.849 -0.210
H 5.870 -3.029 -2.103
H 2.416 -0.458 2.229
H 7.604 -0.215 0.627
H 7.030 -0.884 -1.685
H -2.295 2.641 0.323
H -0.494 3.080 1.544
H 5.510 0.686 -0.340
H -3.203 2.347 -2.049
H -1.855 1.196 -2.194
H -1.895 -0.159 0.428
H 3.025 0.633 -0.562
H -5.172 1.029 -2.040
H 5.350 0.432 1.401
H 4.195 -1.725 0.983
H 3.267 1.075 1.879
H -7.679 -1.803 0.704
H 3.605 -2.381 -1.330


Relative energy table, unit kJ/mol: arrangement w 96.5; arrangement x 0.0


Arrangement w

15
Properties=species:S:1:pos:R:3 method="wB97M-V/def2-TZVPD" homo_ev="-8.4 / -8.4" spin_multiplicity=1 total_charge=0
F -1.420 -0.693 -2.105
N 0.722 -0.514 0.714
N -0.514 -0.155 0.685
N 1.566 0.033 1.551
C 2.881 -0.468 1.431
C -1.822 0.483 -1.709
C -3.103 0.833 -1.553
H -0.944 1.146 -1.520
H -3.809 0.088 -1.808
H 3.654 -0.075 2.208
H -3.356 1.838 -1.199
H 2.827 -1.584 1.598
H -0.772 0.542 1.368
H 0.914 -1.173 -0.106
H 3.176 -0.301 0.446


Arrangement x

15
Properties=species:S:1:pos:R:3 method="wB97M-V/def2-TZVPD" homo_ev=-9.2 spin_multiplicity=1 total_charge=0
F 0.005 -2.003 -0.572
N 0.315 1.310 -0.078
N 0.144 0.630 -2.490
N -0.792 0.515 0.302
C 0.383 1.494 -1.614
C -0.555 -0.671 1.301
C 0.527 -1.622 0.683
H -1.499 -1.335 1.112
H -0.064 -0.362 -1.915
H 0.744 -2.702 1.190
H 0.437 2.422 0.222
H 0.963 2.325 -1.881
H -0.426 -0.425 2.418
H -1.607 1.205 0.666
H 1.426 -0.782 0.655


Relative energy table, unit kJ/mol: arrangement w 15.3; arrangement x 0.0